(1)
{
  "formula": "C12H24N4O6P",
  "method": "the ωB97M-V functional and the def2-TZVPD basis",
  "elements": ["C", "C", "C", "N", "O", "C", "C", "C", "O", "O", "P", "O", "O", "O", "H", "H", "H", "H", "H", "H", "H", "H", "H", "H", "H", "H", "H", "H", "H", "C", "C", "N", "H", "H", "H", "C", "C", "N", "H", "H", "H", "C", "C", "N", "H", "H", "H"],
  "positions_angstrom": [[-1.8194, 0.4567, 0.5520], [-0.6040, 0.4192, -0.5323], [0.0368, -1.0487, -0.5201], [1.3877, -1.1608, -1.1735], [1.2813, -0.9360, -2.5335], [2.0142, -2.5468, -1.0602], [1.0689, -3.7333, -1.5754], [0.6247, -4.6830, -0.3460], [0.9997, -5.8833, -0.2968], [-0.1664, -4.2174, 0.7272], [2.6185, -0.0335, -0.4584], [2.6090, 1.3502, -1.1103], [2.1381, 0.1844, 1.1663], [4.1839, -0.6700, -0.4605], [-1.3515, 0.4045, 1.6061], [-2.2902, 1.5082, 0.4994], [-2.5838, -0.3713, 0.3798], [0.0998, 1.2587, -0.2249], [-1.0737, 0.6477, -1.5458], [0.1185, -1.4406, 0.5627], [-0.7421, -1.7416, -1.0170], [1.0741, 0.0151, -2.7025], [2.4569, -2.7027, -0.0214], [2.9156, -2.5189, -1.7798], [0.1639, -3.3857, -2.1721], [1.7225, -4.4086, -2.2363], [-0.5567, -5.0229, 1.1344], [2.4871, -0.5334, 1.7424], [4.5503, -0.6229, 0.4610], [-4.5272, -1.6058, -2.5273], [-3.4574, -2.3204, -1.7605], [-2.6167, -2.8829, -1.1552], [-4.0872, -0.7944, -3.1090], [-5.0249, -2.3013, -3.2046], [-5.2637, -1.1913, -1.8372], [2.6887, 4.6446, 0.4973], [1.2182, 4.3368, 0.4854], [0.0661, 4.0917, 0.4749], [3.1625, 4.2401, -0.3984], [2.8380, 5.7250, 0.5230], [3.1544, 4.1990, 1.3774], [-1.5174, 4.4697, 3.7818], [-2.7443, 3.7227, 4.2065], [-3.7079, 3.1344, 4.5404], [-0.7571, 4.4088, 4.5620], [-1.1199, 4.0374, 2.8620], [-1.7632, 5.5178, 3.6052]],
  "spin_multiplicity": 1,
  "lumo_energy_ev": -3.69,
  "largest_force_ha_per_bohr": 0.13323,
  "total_charge": 1,
  "energy_ev": -40358.690
}

(2)
{
  "formula": "C24H30N6",
  "method": "the ωB97M-V functional and the def2-TZVPD basis",
  "elements": ["N", "C", "C", "C", "C", "H", "H", "H", "H", "H", "N", "C", "C", "C", "C", "H", "H", "H", "H", "H", "N", "C", "C", "C", "C", "H", "H", "H", "H", "H", "N", "C", "C", "C", "C", "H", "H", "H", "H", "H", "N", "C", "C", "C", "C", "H", "H", "H", "H", "H", "N", "C", "C", "C", "C", "H", "H", "H", "H", "H"],
  "positions_angstrom": [[0.4877, -5.3385, 0.3175], [1.0891, -6.5717, 0.0331], [2.6067, -6.2522, 0.1509], [2.6869, -4.7560, 0.1817], [1.3714, -4.1789, 0.2589], [-0.5327, -5.1468, 0.3209], [0.4547, -7.2005, 0.0075], [3.3924, -7.0454, 0.1578], [3.6925, -4.2243, 0.1365], [0.9762, -3.1221, 0.5222], [-1.0659, 0.4308, 1.5840], [0.0683, -0.1776, 2.2186], [1.3200, -0.0991, 1.1036], [0.5810, 0.4097, -0.1574], [-0.9737, 0.7391, 0.2390], [-1.8981, 0.5515, 2.1102], [0.0836, -0.3764, 3.3023], [2.1613, -0.4645, 1.2191], [1.1545, 0.5731, -0.9765], [-1.6455, 1.0483, -0.4619], [2.5932, -3.0592, -4.5500], [1.8559, -3.3762, -3.3655], [1.1654, -2.0246, -2.9461], [1.5180, -1.0738, -4.0229], [2.3473, -1.7631, -4.9732], [2.9582, -3.7174, -4.8447], [1.9371, -4.3575, -2.6830], [0.4705, -1.8227, -1.9513], [1.4147, 0.0177, -4.2138], [2.9801, -1.2948, -5.6513], [0.9376, 3.0354, 2.1876], [0.7301, 4.3836, 1.9686], [1.6297, 5.2595, 2.8113], [2.3942, 4.2866, 3.5848], [1.8112, 2.9788, 3.2095], [0.3561, 2.2976, 1.6099], [-0.1654, 4.6746, 1.3532], [1.6206, 6.4229, 2.9493], [3.0761, 4.4024, 4.2701], [2.2973, 1.8520, 3.4085], [-2.1090, 2.1854, -4.8237], [-1.6734, 1.8092, -3.5564], [-1.8742, 3.0299, -2.7442], [-2.3490, 4.1172, -3.5886], [-2.3805, 3.5284, -4.9142], [-1.8309, 1.4361, -5.5886], [-1.2952, 0.8391, -3.2838], [-1.7495, 3.1418, -1.5445], [-2.5551, 5.1390, -3.2749], [-2.5885, 3.7405, -6.0615], [-3.2811, 1.5672, 3.5167], [-3.9180, 0.3347, 3.1270], [-3.2216, -0.7771, 4.0709], [-2.1482, -0.1103, 4.7472], [-2.1822, 1.3523, 4.2308], [-3.5625, 2.5213, 2.9543], [-4.6164, 0.0621, 2.4602], [-3.6329, -1.5962, 3.9217], [-1.4204, -0.3970, 5.4319], [-1.5497, 2.1564, 4.5004]],
  "spin_multiplicity": 1,
  "lumo_energy_ev": 0.38,
  "largest_force_ha_per_bohr": 0.38377,
  "energy_ev": -34297.265,
  "relative_energy_kj_mol": 1599.3
}

(3)
{
  "formula": "C25H26N6O5S4Tl",
  "method": "the ωB97M-V functional and the def2-TZVPD basis",
  "elements": ["Tl", "C", "C", "N", "N", "C", "N", "S", "C", "C", "C", "C", "C", "N", "H", "H", "H", "H", "H", "H", "H", "H", "H", "H", "O", "C", "C", "C", "C", "C", "C", "C", "O", "N", "N", "C", "S", "C", "C", "S", "H", "H", "H", "H", "H", "H", "H", "H", "H", "C", "C", "C", "C", "C", "C", "C", "S", "O", "O", "O", "H", "H", "H", "H", "H", "H", "H"],
  "positions_angstrom": [[1.3855, -1.0625, 1.7815], [0.4305, -2.1860, -2.4523], [1.3403, -2.4403, -1.2835], [1.0133, -3.1069, -0.2567], [-0.1953, -3.7578, -0.1837], [-0.5474, -4.4665, 0.9414], [-1.7903, -4.9670, 0.9195], [0.4474, -4.6353, 2.2597], [2.7398, -1.8212, -1.3486], [3.4234, -1.5771, -2.5171], [4.6100, -0.8663, -2.4524], [5.0121, -0.3953, -1.2221], [4.2375, -0.6246, -0.0974], [3.1498, -1.3694, -0.1380], [0.4512, -3.0191, -3.1437], [0.8231, -1.3616, -3.0677], [-0.6094, -1.9819, -2.0901], [-0.9689, -3.3930, -0.7129], [-2.5386, -4.5390, 0.3360], [-2.0703, -5.3823, 1.8012], [3.1128, -1.9843, -3.4713], [5.1536, -0.6376, -3.3617], [5.9298, 0.1946, -1.1250], [4.5250, -0.3167, 0.9040], [4.4795, 2.6704, -1.4527], [3.4679, 2.2583, -2.2771], [3.6218, 2.6142, -3.6565], [2.6486, 2.4123, -4.5871], [1.4628, 1.7137, -4.1388], [1.3445, 1.4149, -2.8056], [2.3269, 1.6345, -1.8583], [2.0212, 1.2708, -0.4209], [1.1151, 0.4348, -0.1766], [2.8933, 1.7630, 0.4471], [2.6600, 1.3660, 1.7477], [2.3780, 2.2984, 2.5357], [1.8913, 3.9510, 1.9563], [1.5601, 4.5526, 3.6183], [1.1447, 3.4014, 4.5217], [2.3242, 2.0394, 4.3042], [4.1608, 2.4837, -0.5028], [4.5328, 3.1379, -3.9317], [2.7534, 2.7172, -5.5950], [0.6518, 1.5858, -4.8732], [0.4598, 0.9050, -2.4530], [0.7023, 5.2261, 3.5118], [2.4497, 5.1109, 4.0490], [0.1308, 3.0409, 4.2916], [1.3299, 3.6810, 5.5417], [-7.4482, 0.7310, 2.7272], [-6.3297, 0.1309, 1.9391], [-5.3960, 0.9294, 1.3149], [-4.3129, 0.3421, 0.6405], [-4.2207, -1.0569, 0.5656], [-5.1652, -1.8531, 1.2084], [-6.1538, -1.2381, 1.9459], [-2.7805, -1.6155, -0.3353], [-2.9471, -3.0168, -0.7495], [-2.8335, -0.7400, -1.4952], [-1.6714, -1.4200, 0.5815], [-7.1797, 0.6976, 3.8017], [-8.3947, 0.1725, 2.5702], [-7.6744, 1.7570, 2.4393], [-5.5294, 2.0092, 1.2884], [-3.6337, 0.9481, 0.0214], [-5.1026, -2.9142, 1.1671], [-6.8024, -1.8505, 2.5539]],
  "spin_multiplicity": 1,
  "lumo_energy_ev": 2.09,
  "largest_force_ha_per_bohr": 0.05853,
  "total_charge": -1,
  "energy_ev": -93562.297,
  "relative_energy_kj_mol": 0.0
}

(4)
{
  "formula": "C3H5P",
  "method": "the ωB97M-V functional and the def2-TZVPD basis",
  "elements": ["C", "C", "C", "P", "H", "H", "H", "H", "H"],
  "positions_angstrom": [[1.0125, 1.1085, 0.0516], [-0.2421, 0.2830, 0.0819], [0.5853, -1.0179, 0.0568], [2.1801, -0.0536, -0.0650], [1.0929, 2.1445, 0.1991], [-1.0683, 0.4478, 0.8814], [-1.0990, 0.6111, -0.9121], [0.5427, -1.6770, 0.9554], [0.2423, -1.5552, -0.7538]],
  "spin_multiplicity": 1,
  "lumo_energy_ev": 0.51,
  "largest_force_ha_per_bohr": 0.07768,
  "energy_ev": -12477.935,
  "relative_energy_kj_mol": 67.9
}

(5)
{
  "formula": "C15H12BrN3O5",
  "method": "the ωB97M-V functional and the def2-TZVPD basis",
  "elements": ["N", "C", "N", "O", "C", "O", "C", "O", "C", "C", "C", "C", "C", "C", "H", "H", "Br", "H", "H", "H", "H", "C", "C", "C", "C", "C", "C", "H", "H", "H", "N", "O", "O", "H", "H", "H"],
  "positions_angstrom": [[1.3626, -0.5339, 1.9560], [0.1264, -1.0762, 1.8940], [-0.8375, -0.8294, 1.0910], [-0.7650, 0.1104, 0.0493], [0.2420, 0.2071, -0.8043], [1.2974, -0.3698, -0.7432], [-0.1628, 1.1643, -1.9217], [1.0056, 1.7518, -2.4306], [0.9160, 2.5255, -3.5468], [2.1281, 3.0154, -4.0387], [2.1588, 3.8125, -5.1620], [0.9700, 4.1258, -5.8032], [-0.2382, 3.6526, -5.3292], [-0.2684, 2.8521, -4.1991], [-1.2222, 2.4978, -3.8422], [-1.1575, 3.9049, -5.8348], [1.0034, 5.2251, -7.3577], [3.0967, 4.1881, -5.5404], [3.0354, 2.7522, -3.5199], [-0.6788, 0.5679, -2.6887], [-0.8602, 1.9109, -1.5209], [-0.2400, -2.0563, 2.9469], [-1.5247, -2.0506, 3.4764], [-1.8584, -2.9720, 4.4562], [-0.9407, -3.9090, 4.9166], [0.3308, -3.9183, 4.3759], [0.6806, -2.9987, 3.3994], [1.6714, -3.0403, 2.9700], [1.0534, -4.6453, 4.7123], [-1.2376, -4.6106, 5.6809], [-3.1933, -2.9579, 5.0163], [-3.4690, -3.8209, 5.8206], [-3.9468, -2.0854, 4.6496], [-2.2539, -1.3388, 3.1241], [2.0074, -0.8973, 2.6376], [1.7691, -0.1535, 1.1103]],
  "spin_multiplicity": 1,
  "lumo_energy_ev": -0.70,
  "largest_force_ha_per_bohr": 0.02856,
  "energy_ev": -100495.786
}

(6)
{
  "formula": "BH22O9",
  "method": "the ωB97M-V functional and the def2-TZVPD basis",
  "elements": ["B", "H", "H", "H", "H", "O", "H", "H", "O", "H", "H", "O", "H", "H", "O", "H", "H", "O", "H", "H", "O", "H", "H", "O", "H", "H", "O", "H", "H", "O", "H", "H"],
  "positions_angstrom": [[0.2312, -0.2255, -0.0740], [1.1476, 0.3161, -0.2502], [-0.3154, -0.4834, -0.9679], [0.4004, -1.0843, 0.5569], [-0.3979, 0.4967, 0.4227], [-2.5385, -1.1079, 1.2613], [-1.7180, -1.2769, 0.7981], [-2.5853, -0.1540, 1.3263], [-1.9537, -1.5263, -2.4330], [-1.7274, -2.4403, -2.6050], [-1.2308, -1.1966, -1.8991], [1.5194, -2.4889, -1.1414], [1.1728, -1.7201, -0.6886], [2.2356, -2.1489, -1.6778], [0.3103, 3.2134, -0.3526], [0.6661, 2.3263, -0.3016], [-0.3414, 3.2512, 0.3474], [-0.0471, -1.7929, 3.4499], [-0.2517, -1.4604, 2.5759], [0.8936, -1.9686, 3.4256], [2.4293, -0.3520, -3.7146], [1.9170, -0.0134, -2.9803], [2.1350, 0.1592, -4.4685], [-0.7774, 2.7374, 2.3296], [-1.6886, 2.4929, 2.1676], [-0.3922, 1.9660, 2.7453], [-2.0562, 1.4983, -0.9196], [-2.6453, 1.5028, -0.1652], [-1.3778, 0.8631, -0.6906], [2.4390, 0.1392, 1.6765], [2.8330, 0.7430, 1.0469], [1.7142, -0.2654, 1.1999]],
  "spin_multiplicity": 1,
  "lumo_energy_ev": 2.79,
  "largest_force_ha_per_bohr": 0.07904,
  "total_charge": -1,
  "energy_ev": -19460.721,
  "relative_energy_kj_mol": 193.7
}